{"formula": "C5H6O", "method": "ωB97M-V/def2-TZVPD", "symbols": ["C", "C", "C", "C", "C", "O", "H", "H", "H", "H", "H", "H"], "xyz": [[2.459, -0.352, 0.246], [1.054, 0.040, 0.241], [-0.083, 0.431, 0.291], [-1.500, 0.756, 0.157], [-2.112, -0.383, -0.633], [-3.033, -1.037, -0.214], [2.862, -0.235, 1.256], [3.037, 0.281, -0.434], [2.583, -1.395, -0.060], [-1.627, 1.715, -0.365], [-2.034, 0.794, 1.109], [-1.606, -0.615, -1.593]], "smiles": "CC#CCC=O", "orbital_gap_ev": 10.51, "homo_ev": -9.6, "energy_ev": -7327.608, "de_lowest_kcal_mol": 38.7, "e_lumo_ev": 0.904}

---

{"formula": "C28H52N7O4PPt", "method": "ωB97M-V/def2-TZVPD", "symbols": ["Pt", "O", "C", "O", "C", "N", "C", "C", "C", "H", "H", "H", "H", "H", "H", "H", "H", "H", "O", "P", "N", "C", "C", "C", "C", "N", "C", "C", "C", "C", "N", "C", "C", "C", "C", "H", "H", "H", "H", "H", "H", "H", "H", "H", "H", "H", "H", "H", "H", "H", "H", "H", "H", "H", "H", "H", "H", "H", "H", "N", "C", "C", "C", "C", "C", "C", "H", "H", "H", "H", "H", "H", "H", "C", "N", "C", "C", "O", "N", "C", "C", "H", "H", "H", "H", "H", "H", "H", "H", "H", "H", "H", "H"], "xyz": [[-0.777, -0.309, 0.360], [0.339, -0.544, 3.467], [-0.012, -1.626, 2.999], [-0.623, -1.866, 1.912], [0.340, -2.890, 3.801], [0.806, -2.417, 5.161], [2.126, -3.086, 5.500], [2.239, -4.211, 4.480], [1.544, -3.651, 3.241], [-0.524, -3.535, 3.936], [0.103, -2.587, 5.875], [0.893, -1.388, 5.039], [2.099, -3.411, 6.536], [2.904, -2.336, 5.385], [1.725, -5.104, 4.841], [3.279, -4.478, 4.302], [1.224, -4.422, 2.544], [2.196, -2.961, 2.698], [1.091, -0.832, -0.441], [1.844, 0.388, -1.008], [1.833, 1.608, 0.086], [1.869, 1.417, 1.560], [2.373, 2.758, 2.096], [3.224, 3.320, 0.959], [2.447, 2.912, -0.287], [1.067, 1.039, -2.305], [1.104, 0.401, -3.650], [-0.325, 0.513, -4.170], [-0.872, 1.744, -3.453], [-0.247, 1.648, -2.068], [3.371, 0.008, -1.433], [3.675, -1.120, -2.362], [5.105, -1.527, -2.006], [5.238, -1.137, -0.536], [4.500, 0.191, -0.485], [2.533, 0.595, 1.843], [0.880, 1.168, 1.957], [2.916, 2.640, 3.032], [1.527, 3.421, 2.294], [4.214, 2.861, 0.953], [3.359, 4.399, 1.021], [3.072, 2.808, -1.173], [1.664, 3.641, -0.516], [1.419, -0.640, -3.592], [1.811, 0.939, -4.284], [-0.894, -0.375, -3.890], [-0.356, 0.603, -5.255], [-1.959, 1.775, -3.407], [-0.531, 2.659, -3.942], [-0.897, 1.017, -1.399], [-0.156, 2.610, -1.563], [3.596, -0.800, -3.398], [2.975, -1.942, -2.191], [5.814, -0.955, -2.606], [5.284, -2.583, -2.197], [6.272, -1.049, -0.207], [4.734, -1.867, 0.102], [5.138, 1.008, -0.832], [4.147, 0.446, 0.513], [-1.851, -2.019, -0.576], [-2.324, -1.900, -1.941], [-3.151, -0.834, -2.271], [-3.673, -0.743, -3.554], [-3.340, -1.689, -4.513], [-2.490, -2.736, -4.182], [-1.989, -2.852, -2.891], [-1.166, -2.762, -0.483], [-2.622, -2.264, 0.038], [-3.390, -0.087, -1.522], [-4.334, 0.078, -3.810], [-3.740, -1.611, -5.516], [-2.229, -3.478, -4.925], [-1.351, -3.689, -2.630], [-4.813, -0.251, 0.927], [-4.354, 1.058, 0.476], [-5.210, 1.731, -0.497], [-3.178, 1.552, 0.928], [-2.284, 0.769, 1.371], [-2.957, 2.880, 0.944], [-1.596, 3.358, 1.173], [-4.016, 3.861, 1.208], [-5.774, -0.151, 1.432], [-4.091, -0.668, 1.621], [-4.945, -0.924, 0.075], [-5.514, 0.999, -1.247], [-4.660, 2.524, -0.994], [-6.112, 2.147, -0.046], [-0.873, 2.642, 0.791], [-1.406, 3.512, 2.238], [-1.469, 4.306, 0.651], [-4.900, 3.366, 1.601], [-4.283, 4.433, 0.321], [-3.655, 4.551, 1.968]], "orbital_gap_ev": [9.01, 7.97], "spin_multiplicity": 3, "homo_ev": [-13.2, -13.7], "s2": 2.01, "energy_ev": -61025.823, "de_lowest_kcal_mol": 0.0, "charge": 2, "e_lumo_ev": [-4.173, -5.699]}

---

Values of max |F|, in order: 0.5, 0.3, all in eV/Å.